[1]
C17H18BrFN2O3S2 | ωB97M-V/def2-TZVPD

Cartesian coordinates (Å):
H1 3.514 -3.267 -0.059
C1 0.380 2.750 0.191
C2 2.750 -1.928 -1.937
C3 1.933 2.852 -0.273
S1 1.459 -1.082 1.638
S2 -1.284 -1.462 0.830
H2 -0.237 3.408 -1.698
H3 2.028 3.350 -1.054
N1 2.839 1.895 -0.027
C4 -2.306 2.463 0.515
H4 4.025 -0.050 1.184
C5 2.591 -2.459 -0.299
C6 -0.588 2.965 -0.691
C7 -1.385 -0.223 -1.194
H5 5.054 0.337 -0.858
H6 2.718 -2.586 -2.501
O1 1.870 0.245 1.923
C8 4.010 -0.993 -1.853
H7 2.351 3.588 0.649
H8 0.608 2.289 2.064
C9 0.046 0.039 -0.833
C10 3.976 -0.796 0.505
Br1 -3.960 -1.298 -0.910
H9 0.766 0.302 -1.312
O2 1.163 -2.234 2.221
C11 -1.871 2.921 -0.752
C12 3.289 1.142 -1.093
H10 2.714 1.324 0.880
H11 1.738 -3.018 -0.287
H12 4.795 -1.593 -1.696
H13 -2.596 3.081 -1.521
H14 -1.675 1.644 2.467
C13 0.171 -1.008 0.355
F1 -3.544 2.310 0.871
H15 3.922 -0.560 -2.897
H16 1.987 -1.401 -1.876
C14 -2.083 -0.968 -0.430
H17 4.923 -1.186 0.644
N2 2.825 -1.440 0.634
H18 -1.597 0.328 -2.193
C15 4.221 0.105 -0.904
O3 2.934 1.515 -2.139
C16 -1.308 2.135 1.614
C17 -0.061 2.593 1.402

For the highest occupied orbital energy, the calculation gives -8.342 eV. The value obtained for the HOMO-LUMO gap is 8.140 eV. The energy above the lowest of the compared OMol25 structures with the same formula, charge and spin is 1529.3 kJ/mol. Its charge is 0.

=====

[2]
C17H18ClMoN4O7 | ωB97M-V/def2-TZVPD

Cartesian coordinates (Å):
O1 5.076 3.055 -3.972
C1 3.764 2.028 -2.404
C2 -1.549 0.741 -1.445
O2 -2.073 -1.881 -0.704
N1 -0.958 -0.817 1.968
H1 -2.103 0.339 -2.286
C3 2.052 0.482 -2.977
C4 -1.788 1.933 0.752
H2 -4.008 -0.169 -0.829
C5 -1.348 -2.088 2.701
H3 -0.595 -3.993 3.225
H4 0.606 -4.534 1.184
H5 4.019 2.428 -0.316
O3 0.816 -0.624 -1.266
H6 -1.572 -0.077 2.304
Mo1 -0.868 -0.922 -0.196
H7 -1.041 -4.067 0.765
C6 -3.621 0.514 -0.082
H8 -2.240 3.110 2.473
N2 0.421 -2.643 0.259
H9 -1.491 -1.817 3.747
H10 -5.445 0.615 1.023
C7 -2.263 0.980 -0.224
H11 1.308 -2.278 0.612
C8 -0.100 -3.704 1.181
C9 3.457 1.868 -1.057
N3 4.863 2.960 -2.790
O4 1.446 -0.055 1.129
H12 -4.552 2.266 2.636
C10 1.703 0.257 -1.611
C11 2.446 1.005 -0.680
H13 -0.017 -0.543 2.273
C12 3.088 1.359 -3.382
C13 -3.912 1.890 1.846
N4 2.131 0.909 0.754
H14 0.652 -3.077 -0.636
H15 0.663 -2.809 2.995
C14 -0.289 -3.164 2.584
O5 2.532 1.769 1.476
O6 0.873 -0.868 -4.731
Cl1 -0.179 2.519 0.648
C15 -2.598 2.376 1.763
C16 -4.421 0.954 0.938
H16 3.355 1.503 -4.424
O7 5.415 3.524 -1.880
H17 -2.306 -2.418 2.300
C17 1.400 -0.265 -3.950
H18 -0.747 1.426 -1.693

For the highest occupied orbital energy, the calculation gives -19.217 eV. The value obtained for the HOMO-LUMO gap is 7.454 eV. The energy above the lowest of the compared OMol25 structures with the same formula, charge and spin is 68.6 kJ/mol. Its charge is +3.

=====

[3]
C17H18F3N2O8RuS2 | ωB97M-V/def2-TZVPD

Cartesian coordinates (Å):
H1 1.402 2.940 1.912
C1 4.110 1.487 0.501
C2 0.798 2.429 -2.449
C3 3.840 0.157 0.788
H2 4.201 4.380 1.286
O1 -1.286 1.404 0.322
H3 -0.806 -6.051 -0.032
F1 0.682 2.774 -1.170
C4 -1.650 -4.369 -1.062
H4 4.019 4.016 -0.428
C5 1.818 0.847 1.926
H5 -5.370 -0.408 0.797
C6 3.241 2.502 0.887
N1 -0.641 -2.302 -0.641
H6 0.946 0.593 2.517
H7 -2.254 -2.466 -1.913
O2 -0.718 0.260 -2.321
H8 -3.965 -1.349 1.339
H9 2.620 4.528 0.522
O3 -3.460 -0.363 -1.010
F2 1.982 2.845 -2.896
C7 -3.988 1.810 -0.083
C8 -1.580 -3.008 -1.266
N2 0.980 -1.833 0.663
S1 2.226 -1.821 1.746
O4 -1.463 -0.559 1.263
C9 3.533 3.935 0.544
H10 -5.017 1.754 -0.438
H11 0.917 -4.687 1.172
H12 -3.086 0.192 -1.707
Ru1 -0.064 -0.437 -0.209
O5 1.076 0.411 -4.039
C10 0.223 -2.888 0.222
C11 0.210 -4.249 0.484
O6 1.714 -1.985 3.073
S2 0.672 0.603 -2.692
C12 -2.028 0.448 0.675
F3 -0.166 3.022 -3.149
H13 -2.400 -4.945 -1.582
C13 -4.353 -0.344 1.184
H14 -3.961 2.422 0.819
C14 2.691 -0.148 1.492
H15 4.489 -0.637 0.445
C15 -3.484 0.405 0.195
H16 -4.372 0.172 2.145
C16 2.094 2.165 1.608
O7 1.509 0.007 -1.623
H17 5.002 1.738 -0.061
C17 -0.750 -4.982 -0.189
H18 -3.369 2.301 -0.833
O8 3.238 -2.717 1.267

Its expectation value of S² is 0.755. For the highest occupied orbital energy (alpha / beta), the calculation gives -8.901 / -9.217 eV. The value obtained for the HOMO-LUMO gap (alpha / beta) is 8.357 / 7.994 eV. The energy above the lowest of the compared OMol25 structures with the same formula, charge and spin is 24.5 kJ/mol. Its spin multiplicity is 2. Its charge is 0.

=====

[4]
C17H18FNO4 | ωB97M-V/def2-TZVPD

Cartesian coordinates (Å):
H1 0.962 -2.103 0.190
H2 2.691 2.115 -0.524
C1 1.552 0.270 -0.343
C2 2.545 -2.956 1.254
F1 -3.829 4.863 2.273
C3 -3.682 4.619 -0.070
H3 3.498 -2.557 1.607
N1 1.820 -1.861 0.663
C4 2.779 -4.070 0.220
O1 -2.270 2.002 -2.123
C5 3.466 -5.297 0.833
O2 1.518 -4.509 -0.279
H4 3.351 -3.650 -0.618
C6 -1.575 0.782 -2.033
H5 -2.141 0.036 -1.457
C7 -3.432 4.138 1.204
C8 -3.272 3.873 -1.154
H6 0.498 2.946 -1.894
H7 1.973 -3.354 2.098
H8 -3.450 4.215 -2.161
O3 0.321 -0.111 -0.776
H9 2.548 -7.256 1.202
H10 -4.187 5.563 -0.199
C9 -2.787 2.935 1.407
C10 -2.378 2.189 0.314
C11 1.801 1.560 -0.731
C12 -0.207 0.934 -1.443
H11 -1.504 0.432 -3.069
H12 -1.873 1.253 0.489
H13 1.549 -6.488 -0.852
H14 4.065 -5.032 1.702
O4 3.510 -0.356 0.811
H15 1.848 -5.919 2.131
C13 1.321 -5.877 0.033
C14 2.401 -0.664 0.416
H16 4.108 -5.777 0.095
C15 0.661 1.989 -1.444
C16 2.284 -6.202 1.173
H17 0.270 -6.017 0.296
C17 -2.618 2.653 -0.974
H18 -2.605 2.586 2.411

For the highest occupied orbital energy, the calculation gives -8.610 eV. The value obtained for the HOMO-LUMO gap is 9.309 eV. As for the structure (SMILES): O=C(NC[C@H]1CCCO1)c1ccc(COc2ccc(F)cc2)o1. The energy above the lowest of the compared OMol25 structures with the same formula, charge and spin is 176.9 kJ/mol. Its charge is 0.

=====

[5]
C17H18N2O4S2 | ωB97M-V/def2-TZVPD

Cartesian coordinates (Å):
C1 -3.067 0.742 -0.182
O1 -2.921 1.508 -2.386
C2 1.257 0.300 1.266
H1 4.001 1.448 -0.312
C3 -0.161 -3.095 1.385
H2 -3.129 -3.839 0.333
C4 3.070 2.400 1.385
H3 4.680 3.703 -0.378
C5 -0.969 -0.584 0.957
N1 -1.874 -1.507 0.942
S1 0.132 -4.801 1.601
H4 -2.923 0.420 -4.139
C6 5.000 3.589 0.662
C7 2.295 0.372 0.353
O2 2.043 -2.248 1.695
H5 -3.656 1.650 -0.087
C8 3.200 1.417 0.408
C9 0.867 -2.092 1.458
H6 -1.960 -5.994 1.708
S2 -1.454 1.072 0.606
C10 -1.082 1.542 -3.982
H7 5.676 2.732 0.745
H8 0.329 1.200 2.976
H9 5.522 4.491 0.978
H10 -2.999 -3.888 2.094
C11 2.021 2.315 2.304
C12 -2.581 1.393 -3.771
C13 -2.783 0.419 -1.632
H11 -1.526 -5.559 0.043
O3 3.899 3.464 1.531
C14 -2.426 -3.920 1.162
H12 -0.736 2.485 -3.565
H13 -0.859 1.519 -5.045
C15 -1.592 -5.196 1.069
H14 -0.554 0.726 -3.494
C16 1.126 1.272 2.252
H15 -3.504 -0.110 0.336
O4 -2.448 -0.661 -2.039
H16 2.402 -0.395 -0.399
N2 0.344 -0.794 1.216
H17 1.939 3.080 3.060
H18 -3.133 2.195 -4.264
C17 -1.466 -2.771 1.150

For the highest occupied orbital energy, the calculation gives -7.551 eV. The value obtained for the HOMO-LUMO gap is 8.060 eV. As for the structure (SMILES): CCOC(=O)CSc1nc2c(c(=O)n1-c1ccc(OC)cc1)SCC2. The energy above the lowest of the compared OMol25 structures with the same formula, charge and spin is 31.4 kJ/mol. Its charge is 0.

=====

[6]
C17H18N2O5 | ωB97M-V/def2-TZVPD

Cartesian coordinates (Å):
C1 0.707 -0.415 1.774
H1 4.484 -0.332 -3.286
H2 1.104 1.561 -0.682
N1 -1.418 2.174 -0.644
H3 4.942 -2.046 -3.436
C2 2.090 0.068 -1.825
O1 2.982 -1.761 -3.167
O2 1.458 1.603 2.939
C3 -0.359 -1.162 1.316
N2 -2.554 0.161 -0.968
O3 -5.338 0.801 0.995
C4 -1.503 0.894 -1.071
C5 -4.368 0.236 0.557
H4 -4.369 -1.218 2.098
C6 4.300 -1.343 -2.907
H5 -4.519 -1.878 0.453
H6 -2.903 0.736 2.497
C7 2.798 1.238 2.730
H7 3.039 0.287 3.216
C8 -0.832 1.155 2.729
C9 -0.310 0.246 -1.629
C10 -1.900 0.402 2.280
C11 -1.670 -0.760 1.550
H8 -2.258 2.619 -0.315
H9 0.580 -2.406 -3.546
H10 3.036 1.168 1.663
C12 -0.441 -0.890 -2.429
C13 0.670 -1.529 -2.925
C14 0.967 0.709 -1.333
O4 -2.637 -1.553 1.004
H11 -0.194 -2.065 0.752
C15 -3.979 -1.153 1.072
H12 -0.640 2.753 -0.897
H13 3.394 2.031 3.179
H14 1.708 -0.759 1.565
C16 0.480 0.765 2.475
O5 -3.661 0.842 -0.390
H15 4.530 -1.380 -1.838
H16 3.065 0.453 -1.569
H17 -1.432 -1.255 -2.643
C17 1.953 -1.057 -2.631
H18 -1.000 2.064 3.285

For the highest occupied orbital energy, the calculation gives -7.974 eV. The value obtained for the HOMO-LUMO gap is 8.448 eV. As for the structure (SMILES): COc1ccc(OCC(=O)O/N=C(\N)c2ccc(OC)cc2)cc1. The energy above the lowest of the compared OMol25 structures with the same formula, charge and spin is 409.3 kJ/mol. Its charge is 0.

=====

[7]
C17H18N2O5S | ωB97M-V/def2-TZVPD

Cartesian coordinates (Å):
C1 2.228 2.083 -0.229
H1 0.948 0.220 -0.873
C2 3.863 -1.298 -0.597
H2 -5.449 0.004 -0.894
O1 2.590 3.138 0.504
H3 -3.373 -2.409 -1.205
N1 1.553 -0.600 -0.900
H4 -0.990 -1.614 -1.782
C3 3.229 1.007 -0.254
H5 -0.909 -2.688 -0.362
S1 -0.285 -0.373 1.508
H6 4.804 2.311 0.355
C4 -4.304 1.805 -0.884
C5 4.551 1.297 0.089
H7 6.536 0.552 0.339
H8 5.915 -1.763 -0.267
H9 -5.153 2.430 -1.116
H10 -0.985 1.966 -0.287
C6 -3.401 -0.399 -0.456
H11 3.589 -2.309 -0.848
H12 1.864 3.781 0.524
C7 5.516 0.313 0.079
H13 -2.912 3.431 -0.792
C8 2.877 -0.313 -0.602
O2 0.659 -1.432 1.692
O3 0.182 0.975 1.642
H14 -1.290 -0.288 3.653
C9 -4.468 0.438 -0.762
C10 -2.134 0.175 -0.300
H15 -4.694 -2.058 -0.096
H16 -3.054 -2.277 0.524
C11 -0.579 -1.727 -0.775
H17 -2.477 0.032 2.365
N2 -0.994 -0.598 0.020
O4 1.498 -2.887 -0.999
C12 -1.652 -0.594 2.680
C13 -3.641 -1.871 -0.296
C14 -1.970 1.551 -0.417
H18 -1.922 -1.642 2.688
O5 1.169 2.068 -0.827
C15 0.950 -1.817 -0.882
C16 5.165 -0.985 -0.262
C17 -3.051 2.365 -0.701

For the highest occupied orbital energy, the calculation gives -8.503 eV. The value obtained for the HOMO-LUMO gap is 9.024 eV. As for the structure (SMILES): Cc1ccccc1N(CC(=O)Nc1ccccc1C(=O)O)S(C)(=O)=O. The energy above the lowest of the compared OMol25 structures with the same formula, charge and spin is 28.1 kJ/mol. Its charge is 0.

=====

[8]
C17H18N2OS2 | ωB97M-V/def2-TZVPD

Cartesian coordinates (Å):
H1 2.101 0.100 -3.338
H2 -2.251 -0.843 -0.869
H3 -1.624 1.709 1.605
C1 2.339 0.559 -2.391
H4 3.968 2.245 -4.480
N1 0.558 1.504 0.624
H5 -3.800 -0.034 -1.138
C2 2.941 1.751 0.084
H6 5.138 2.870 -3.320
C3 3.921 1.531 -0.860
H7 5.687 1.891 -4.684
H8 3.163 2.205 1.036
H9 -0.914 -0.486 4.388
N2 -1.702 1.124 0.776
C4 4.731 0.755 -3.109
H10 -3.091 -1.476 3.360
C5 -3.908 -1.739 0.188
C6 -0.518 1.040 0.103
H11 4.493 -0.086 -3.762
H12 4.939 1.820 -0.642
C7 -2.926 0.491 0.699
C8 -3.173 -0.524 -0.389
H13 -4.499 -2.222 -0.591
C9 4.892 2.021 -3.953
C10 1.352 0.778 -1.450
C11 -2.128 -1.540 2.886
S1 -0.254 -2.045 1.219
C12 -1.927 -2.136 1.681
C13 -0.946 -0.998 3.443
C14 3.640 0.937 -2.093
C15 0.141 -1.192 2.658
H14 -4.586 -1.391 0.968
O1 -3.769 0.797 1.511
H15 -2.388 -3.253 -0.053
C16 1.634 1.371 -0.202
H16 5.673 0.539 -2.602
C17 -2.923 -2.766 0.766
H17 1.155 -0.885 2.822
H18 -3.487 -3.532 1.305
S2 -0.345 0.397 -1.544

For the highest occupied orbital energy, the calculation gives -8.241 eV. The value obtained for the HOMO-LUMO gap is 8.735 eV. As for the structure (SMILES): CCc1ccc2nc(NC(=O)CCCc3cccs3)sc2c1. The energy above the lowest of the compared OMol25 structures with the same formula, charge and spin is 1.9 kJ/mol. Its charge is 0.

=====

[9]
C17H18N3O7P2Sr | ωB97M-V/def2-TZVPD

Cartesian coordinates (Å):
H1 -2.936 4.109 -3.176
C1 -2.052 -1.269 1.702
C2 -1.016 -0.589 3.907
C3 4.248 1.498 -0.090
H2 3.094 0.317 -1.486
C4 -4.264 -2.140 1.404
H3 0.056 0.019 5.661
C5 0.053 -0.026 4.582
O1 -1.297 0.632 -4.766
H4 -2.161 0.746 -1.662
O2 -2.013 1.646 -0.506
N1 2.176 0.387 0.335
O3 0.264 2.528 -0.724
H5 -3.615 -1.151 3.186
C6 -2.590 -2.268 -0.292
P1 -1.316 2.862 -1.098
H6 -2.257 -2.574 -1.277
H7 5.038 1.728 -0.786
C7 4.277 1.987 1.206
H8 -0.535 4.339 -3.485
C8 -2.755 3.055 -3.392
C9 -3.880 -2.555 0.139
C10 3.241 1.648 2.065
C11 2.210 0.831 1.601
H9 -3.498 2.474 -2.845
C12 -1.373 2.670 -2.922
C13 -3.332 -1.496 2.204
O4 -0.320 3.398 -3.533
H10 -4.569 -3.074 -0.508
C14 -0.984 -0.637 2.509
H11 -5.263 -2.316 1.773
H12 -2.882 2.876 -4.460
C15 3.170 0.709 -0.481
C16 1.129 0.460 3.857
N2 -1.697 -1.636 0.460
O5 0.342 0.529 -2.780
O6 -2.119 0.126 -2.487
C17 1.091 0.385 2.461
Sr1 -0.346 0.374 -0.734
H13 1.977 0.878 4.371
H14 -1.847 -0.994 4.461
P2 -1.011 0.930 -3.241
H15 0.798 3.315 -0.884
H16 5.085 2.616 1.549
H17 -0.603 0.919 -5.356
H18 3.232 2.030 3.072
N3 0.050 -0.151 1.821
O7 -1.663 4.220 -0.675

For the highest occupied orbital energy, the calculation gives -11.802 eV. The value obtained for the HOMO-LUMO gap is 8.816 eV. The energy above the lowest of the compared OMol25 structures with the same formula, charge and spin is 313.2 kJ/mol. Its charge is +1.

=====

[10]
C17H18N3O7S5Ti | ωB97M-V/def2-TZVPD

Cartesian coordinates (Å):
H1 4.567 -0.694 0.621
H2 2.708 -2.605 2.916
N1 2.577 -1.095 1.397
H3 -4.320 0.567 -2.065
Ti1 0.702 -0.131 0.486
C1 1.419 -2.722 -3.780
H4 0.389 -1.599 -5.349
C2 3.182 -0.773 -0.959
H5 1.784 -3.718 -3.993
O1 3.919 -0.932 -1.927
C3 1.908 0.550 3.116
C4 3.047 -0.149 2.447
C5 1.740 3.864 0.249
H6 -2.027 1.803 1.558
C6 -5.767 1.732 -0.991
H7 1.384 -0.050 3.854
S1 2.728 5.084 -0.291
H8 3.670 0.588 1.908
O2 0.013 -2.851 3.153
H9 -0.156 -3.252 -5.211
C7 -3.473 1.278 -0.239
O3 0.935 1.004 2.132
H10 2.338 -3.185 1.256
C8 -3.811 2.034 0.898
N2 -0.768 -0.878 -1.183
O4 -1.075 0.929 0.427
O5 -2.895 2.193 1.893
H11 1.161 2.371 2.019
H12 -5.265 3.152 2.017
H13 2.246 -2.006 -3.881
C9 2.139 -2.394 1.998
C10 0.599 -2.328 2.247
H14 -7.073 2.961 0.237
C11 -2.088 0.664 -0.383
C12 3.653 -1.280 0.398
N3 -1.949 -0.255 -1.329
S2 0.958 -2.786 -2.007
S3 -1.186 -1.769 -3.641
H15 3.736 -0.679 3.151
S4 1.227 2.650 -0.834
H16 3.972 -2.323 0.297
C13 -5.108 2.593 1.090
O6 1.980 -0.225 -0.954
H17 -6.502 1.609 -1.779
C14 0.196 -2.401 -4.625
C15 -6.096 2.484 0.125
C16 -4.512 1.141 -1.164
H18 2.298 1.447 3.641
S5 1.277 3.840 1.932
O7 0.039 -1.683 1.233
C17 -0.421 -1.778 -2.113

Its expectation value of S² is 0.756. For the highest occupied orbital energy (alpha / beta), the calculation gives -0.726 / -0.725 eV. The value obtained for the HOMO-LUMO gap (alpha / beta) is 4.657 / 4.645 eV. The energy above the lowest of the compared OMol25 structures with the same formula, charge and spin is 0.0 kJ/mol. Its spin multiplicity is 2. Its charge is -2.

=====

[11]
C17H18NO | ωB97M-V/def2-TZVPD

Cartesian coordinates (Å):
C1 2.182 -2.846 -2.417
H1 0.557 -3.997 -3.344
C2 -3.717 0.227 3.041
H2 -3.965 1.279 3.077
H3 1.459 0.668 0.396
C3 0.137 -1.637 -0.845
H4 -4.256 -0.235 2.210
C4 2.458 -1.870 -1.443
H5 0.678 1.797 2.610
H6 4.576 -0.631 2.220
C5 0.833 -3.201 -2.617
C6 0.010 0.964 2.754
C7 -1.366 1.139 2.972
H7 -1.228 -2.843 -2.054
H8 -1.780 2.150 2.980
C8 3.455 -0.306 -0.148
H9 4.093 -0.544 3.977
C9 4.079 -0.031 2.996
H10 0.053 -2.438 2.492
C10 -2.231 0.047 3.002
H11 4.545 0.942 3.114
C11 2.043 -0.274 0.219
H12 -4.050 -0.259 3.952
H13 2.991 -3.348 -2.938
N1 3.661 -1.251 -1.065
C12 -1.702 -1.248 2.935
O1 2.733 0.307 2.641
H14 2.166 -1.574 1.752
H15 4.561 -1.454 -1.482
H16 4.249 0.374 0.170
H17 -0.611 -1.128 -0.233
C13 1.865 -0.490 1.917
C14 0.481 -0.341 2.501
C15 -0.178 -2.576 -1.856
H18 -2.403 -2.086 2.925
C16 -0.355 -1.437 2.689
C17 1.452 -1.311 -0.660

For the highest occupied orbital energy, the calculation gives -11.812 eV. The value obtained for the HOMO-LUMO gap is 7.303 eV. As for the structure (SMILES): CO[C@@H](c1ccc(C)cc1)[C@H]1C=[NH+]c2ccccc21. Its charge is +1.